Entry 1:
Molecular formula: C4H18N4O6
Method: DFT, ωB97M-V/def2-TZVPD

XYZ file:
```
32
Properties=species:S:1:pos:R:3:forces:R:3:mulliken_charge:R:1
N -2.012355 1.280688 3.675769 -0.1 -0.1 -0.2 -0.416
C -2.245166 1.110311 2.338709 0.1 0.2 -0.4 0.606
N -1.578851 1.974442 1.504757 -0.2 -0.5 0.3 -0.255
O -2.968695 0.232248 1.903194 0.2 -0.2 0.2 -0.630
H -2.466620 0.613353 4.270500 0.0 0.2 0.2 0.231
H -1.487352 2.052444 4.039002 0.0 -0.1 0.2 0.160
H -1.643040 1.761345 0.523349 -0.2 0.5 -0.1 0.244
H -1.097906 2.783604 1.844836 0.1 0.0 -0.1 0.143
N 0.432727 3.212844 -0.716670 -0.4 0.1 -0.2 -0.388
C -0.268077 2.483070 -1.654992 0.9 0.1 0.2 0.602
N 0.578523 1.698957 -2.403356 -0.7 0.1 0.0 -0.404
O -1.474023 2.543336 -1.772471 0.0 -0.3 0.2 -0.603
H 1.404946 3.032886 -0.556031 0.0 0.1 0.2 0.170
H -0.098024 3.803371 -0.105423 0.1 0.2 -0.1 0.225
H 0.201288 0.851548 -2.789310 0.2 0.1 -0.3 0.210
H 1.561162 1.891439 -2.396670 0.1 -0.4 -0.1 0.193
O 1.749815 -1.748306 1.593053 -0.2 -0.3 -0.1 -0.541
C 0.392355 -1.358784 1.381797 -0.5 0.5 -0.2 -0.432
C 0.334861 -0.585773 0.080862 -0.1 -0.5 -0.1 -0.274
O 0.333014 -1.497571 -1.032451 0.7 0.3 0.4 -0.497
H 1.742278 -2.423453 2.277713 0.2 0.0 0.0 0.321
H -0.289326 -2.206623 1.267733 0.2 -0.1 0.1 0.272
H 0.021591 -0.739194 2.205164 0.1 0.0 0.0 0.327
H 1.224389 0.048374 0.031372 -0.2 0.3 -0.1 0.216
H -0.585659 -0.018048 0.002261 0.0 0.1 0.1 0.243
H 1.239047 -1.830100 -1.022334 -0.2 -0.1 -0.5 0.236
O -0.308779 -2.601558 -3.765927 0.0 0.1 -0.1 -0.629
H 0.037020 -2.110434 -3.011111 -0.1 0.0 0.1 0.429
H -0.679214 -3.397710 -3.377267 0.0 0.0 0.0 0.287
O 2.597087 -3.343971 -1.730510 -0.1 0.0 0.3 -0.622
H 2.279954 -3.334766 -0.819207 0.1 -0.1 0.1 0.273
H 3.073029 -4.177967 -1.786343 0.1 0.0 -0.2 0.305
```
Forces are in eV/Å.

Properties
Calculated total energy: -833.720697 a.u.
Gap between HOMO and LUMO: 0.37984 Ha
Maximum force: 0.95 eV Å⁻¹
LUMO energy: 0.309 eV
HOMO level: -10.03 eV
Multiplicity: 1

---

Entry 2:
Molecular formula: C18H34O3
Method: DFT, ωB97M-V/def2-TZVPD

XYZ file:
```
55
Properties=species:S:1:pos:R:3:forces:R:3:mulliken_charge:R:1
C -2.143349 -3.766819 0.606743 0.1 0.1 -0.3 -1.682
C -1.165863 -3.058746 -0.326582 0.1 -0.1 0.3 0.094
C 0.212001 -2.902060 0.312801 -0.1 0.1 -0.5 -0.690
C 1.239940 -2.322779 -0.656739 0.1 -0.1 0.5 -0.611
C 2.577769 -2.051806 0.027998 -0.1 0.1 -0.5 -0.632
C 3.613147 -1.479035 -0.937164 0.2 -0.2 0.3 -0.266
C 4.968738 -1.221983 -0.276964 -0.2 0.1 0.0 -1.079
C 4.970809 0.008382 0.636913 0.1 -0.1 -0.1 -0.572
C 4.792695 1.274281 -0.141732 0.1 -0.1 0.0 -0.350
C 3.928589 2.253965 0.077380 -0.1 0.1 0.1 -0.368
C 2.890320 2.343458 1.151931 -0.1 0.1 0.0 -0.592
C 1.511047 2.672184 0.570545 0.1 -0.4 0.0 -0.997
C 1.050647 1.582466 -0.393622 -0.1 0.4 -0.2 0.291
C -0.321620 1.842599 -1.013980 0.1 -0.2 0.3 -1.122
C -1.471099 1.610175 -0.034723 0.0 0.0 -0.4 -0.296
C -2.823779 1.771896 -0.719488 -0.1 -0.1 0.4 -0.759
C -4.019836 1.431162 0.199525 0.3 0.1 -0.2 -0.071
O -5.220608 1.936144 -0.318279 -0.2 0.0 -0.1 -0.606
C -4.115540 -0.078785 0.314318 -0.4 0.0 -0.2 0.531
O -4.868562 -0.733362 -0.361798 0.0 0.0 -0.1 -0.642
O -3.269486 -0.607249 1.190372 0.4 -0.2 0.5 -0.451
H -3.147742 -3.770829 0.186887 -0.1 0.0 0.0 0.432
H -1.839044 -4.800436 0.757153 0.0 -0.1 0.1 0.436
H -2.160249 -3.285400 1.584469 0.0 0.0 0.2 0.369
H -1.550200 -2.071035 -0.592743 0.0 0.0 -0.1 0.067
H -1.074386 -3.632011 -1.251400 0.0 0.0 -0.1 0.346
H 0.128299 -2.247648 1.184686 0.0 0.0 0.1 0.274
H 0.559160 -3.876198 0.665363 0.0 0.0 0.1 0.375
H 0.855358 -1.392129 -1.079841 0.0 0.1 -0.1 0.069
H 1.390076 -3.020917 -1.483621 0.0 0.0 -0.1 0.525
H 2.959119 -2.983604 0.453555 0.0 0.0 0.1 0.527
H 2.418153 -1.354674 0.852638 0.0 0.0 0.1 0.199
H 3.749031 -2.184983 -1.760320 0.0 0.0 -0.1 0.448
H 3.240087 -0.543885 -1.359484 -0.1 0.0 -0.1 -0.002
H 5.720784 -1.076964 -1.056429 0.1 0.0 0.0 0.386
H 5.258862 -2.101679 0.302565 0.1 0.0 0.0 0.446
H 5.938371 0.055343 1.147682 -0.1 0.0 0.1 0.329
H 4.203120 -0.095830 1.401626 0.0 0.0 0.1 0.266
H 5.482254 1.372754 -0.972314 0.1 0.1 -0.1 0.355
H 3.946580 3.114399 -0.581600 0.1 0.1 -0.2 0.368
H 2.830402 1.412419 1.715551 0.0 0.0 0.1 0.258
H 3.177101 3.136497 1.849953 0.0 -0.1 0.1 0.366
H 1.557129 3.627673 0.042715 0.0 0.1 0.0 0.302
H 0.796298 2.775010 1.388842 0.0 0.1 0.0 0.422
H 1.790509 1.500534 -1.193291 0.0 -0.1 0.0 0.486
H 1.028584 0.627912 0.135102 0.1 -0.2 0.0 -0.293
H -0.452130 1.171275 -1.866973 -0.1 0.0 -0.1 0.396
H -0.363979 2.865870 -1.393180 0.0 0.1 -0.1 0.382
H -1.385086 0.604778 0.381300 0.1 0.0 0.1 0.288
H -1.404734 2.317017 0.793504 0.0 0.0 0.1 0.257
H -2.874353 1.139459 -1.610379 0.0 0.0 -0.1 0.314
H -2.957793 2.806670 -1.039751 -0.1 0.0 0.0 0.364
H -3.865706 1.877046 1.187225 0.0 -0.1 -0.1 0.438
H -5.605039 1.249688 -0.884481 0.0 0.0 0.1 0.378
H -3.324104 -1.579850 1.178531 -0.2 0.2 -0.2 0.293
```
Forces are in eV/Å.

Properties
Calculated total energy: -931.996690 a.u.
Gap between HOMO and LUMO: 0.36751 Ha
Maximum force: 0.70 eV Å⁻¹
LUMO energy: 0.793 eV
HOMO level: -9.21 eV
Multiplicity: 1

---

Entry 3:
Molecular formula: CH5NO3
Method: DFT, ωB97M-V/def2-TZVPD

XYZ file:
```
10
Properties=species:S:1:pos:R:3:forces:R:3:mulliken_charge:R:1
N -0.221734 1.313574 0.033083 0.1 0.2 -0.1 -0.348
C 0.574670 0.578387 0.847119 -0.5 0.2 0.4 0.653
O 1.276353 -0.350655 0.548969 0.3 0.0 -0.3 -0.566
O 0.443497 1.011768 2.139558 -0.1 -0.4 -0.2 -0.491
H -0.902564 1.924345 0.443597 0.2 0.2 0.0 0.209
H -0.013994 1.398227 -0.945808 -0.1 -0.3 0.1 0.220
H 0.873027 0.321660 2.663386 0.0 0.1 0.1 0.329
O -0.964844 -1.860704 -1.772463 -0.4 0.2 0.0 -0.627
H -0.400217 -1.625245 -2.511564 0.2 -0.2 0.0 0.309
H -0.664193 -2.711358 -1.445878 0.2 0.0 -0.1 0.312
```
Forces are in eV/Å.

Properties
Calculated total energy: -321.610098 a.u.
Gap between HOMO and LUMO: 0.40922 Ha
Maximum force: 0.65 eV Å⁻¹
LUMO energy: 0.723 eV
HOMO level: -10.41 eV
Multiplicity: 1